Entry 1:
52
Properties=species:S:1:pos:R:3 method="wB97M-V/def2-TZVPD" charge=0 spin_multiplicity=1 orbital_gap_ev=6.93 lumo_energy_ev=-1.162
Bi 0.341 0.188 0.210
Cl -5.086 -7.306 -3.245
O -1.811 -2.645 0.007
O 2.653 2.566 1.354
O -3.001 -3.449 1.831
C 5.561 6.588 1.983
C 0.562 -0.191 -2.366
C 2.903 2.501 2.781
C -2.842 -4.381 -1.726
C -0.358 -1.265 -2.069
C 6.481 4.580 0.944
C 2.903 3.850 2.047
C -3.409 -5.275 -2.621
C 4.350 5.915 2.198
C -2.427 -0.167 0.417
C 6.631 5.921 1.352
C -1.282 1.710 1.257
C 1.620 -1.671 -0.837
C -2.647 -3.423 0.632
C -3.230 -4.389 -0.371
C -1.048 0.583 2.185
C 4.183 4.553 1.787
C -4.175 -5.291 0.079
C 0.303 -2.181 -1.168
C -1.754 -0.575 1.642
C -4.369 -6.183 -2.139
C -4.759 -6.199 -0.794
C 5.279 3.892 1.169
C 1.808 -0.437 -1.624
C -2.117 1.220 0.158
H 7.308 4.064 0.443
H -3.122 -5.280 -3.669
H -2.106 -3.664 -2.071
H 5.161 2.853 0.831
H 2.687 0.222 -1.578
H 0.351 0.672 -3.008
H 2.017 2.306 3.373
H 3.874 2.122 3.103
H -1.396 -1.340 -2.408
H 2.330 -2.136 -0.137
H 3.494 6.406 2.691
H 5.658 7.634 2.309
H -5.501 -6.907 -0.450
H 2.033 4.497 2.199
H -2.460 1.785 -0.720
H -0.865 2.719 1.364
H -0.130 -3.054 -0.692
H 7.573 6.453 1.181
H -0.419 0.570 3.091
H -2.976 -0.771 -0.302
H -4.455 -5.273 1.125
H -1.683 -1.557 2.109



Entry 2:
16
Properties=species:S:1:pos:R:3 method="wB97M-V/def2-TZVPD" charge=0 spin_multiplicity=1 orbital_gap_ev=9.79 lumo_energy_ev=0.952 e_above_lowest_ev=3.127
O 0.660 0.546 -0.529
O -2.133 1.480 -0.069
C 2.071 0.559 -0.678
C -1.217 -0.773 -0.123
C 0.002 -0.639 -0.645
C -1.822 0.335 0.702
H 2.391 -0.045 -1.537
H 2.567 0.195 0.229
H -1.128 0.601 1.522
H 0.391 -1.267 1.257
H 0.565 -1.459 -1.096
H -2.754 0.012 1.175
H 1.115 -1.166 1.439
H -1.305 1.719 -0.506
H -1.753 -1.700 -0.291
H 2.351 1.601 -0.850



Entry 3:
130
Properties=species:S:1:pos:R:3 method="wB97M-V/def2-TZVPD" charge=0 smiles="O=S1(=O)CCCC1.O=S1(=O)CCCC1.O=S1(=O)CCCC1.O=S1(=O)CCCC1.O=S1(=O)CCCC1.O=S1(=O)CCCC1.O=S1(=O)CCCC1.O=S1(=O)CCCC1.O=C1OCCO1" spin_multiplicity=1 orbital_gap_ev=10.04 lumo_energy_ev=0.000
S 17.198 17.072 16.136
S 12.868 10.028 17.086
S 8.828 11.245 15.670
S 15.825 13.897 10.086
S 15.332 7.572 13.178
S 14.906 14.266 20.883
S 11.553 18.061 16.229
S 18.828 12.437 16.466
O 14.831 11.373 12.824
O 9.145 10.629 16.960
O 14.280 12.946 21.043
O 14.116 10.730 17.000
O 19.008 13.437 17.499
O 15.457 14.928 22.065
O 16.294 8.465 13.834
O 12.839 12.017 12.041
O 11.846 19.389 15.792
O 16.090 16.594 16.892
O 11.102 17.925 17.594
O 7.558 11.911 15.454
O 12.017 9.941 15.925
O 15.683 6.200 13.000
O 15.797 13.952 11.520
O 16.563 14.882 9.347
O 18.151 17.889 16.855
O 17.956 12.746 15.361
O 13.881 13.061 13.842
C 18.552 10.727 17.040
C 10.129 11.026 13.352
C 15.138 13.571 18.516
C 12.962 17.020 15.778
C 13.129 8.471 18.002
C 14.944 8.310 11.562
C 11.991 10.869 18.377
C 16.119 13.989 19.612
C 19.880 10.027 16.865
C 20.538 10.647 15.589
C 17.499 15.804 13.839
C 12.741 10.391 19.620
C 16.319 16.791 13.680
C 12.864 8.298 12.708
C 10.357 17.292 15.119
C 16.248 12.172 9.625
C 13.965 14.616 18.408
C 13.668 7.737 13.880
C 10.075 12.455 15.298
C 17.972 15.664 15.296
C 14.838 11.534 9.316
C 15.692 11.603 13.940
C 12.301 15.716 15.277
C 13.788 12.154 12.815
C 20.556 12.180 15.858
C 16.588 17.908 14.661
C 9.291 10.127 14.254
C 13.962 12.599 8.681
C 14.037 13.865 9.509
C 13.513 8.058 11.310
C 12.716 8.841 19.463
C 10.020 12.501 13.794
C 13.840 15.264 19.808
C 15.153 12.910 14.459
C 11.143 16.169 14.397
H 9.692 13.312 15.881
H 19.773 8.933 16.766
H 14.223 15.405 17.723
H 12.922 9.371 12.841
H 11.548 16.454 13.406
H 9.920 18.010 14.399
H 13.044 14.040 18.211
H 13.536 13.765 10.451
H 20.698 12.751 14.941
H 18.284 16.312 13.221
H 15.136 9.370 11.547
H 15.444 16.210 13.921
H 17.492 14.787 15.679
H 15.619 10.770 14.618
H 13.315 7.042 10.999
H 13.696 10.821 19.742
H 15.757 18.527 15.059
H 11.201 10.791 13.352
H 12.875 15.204 20.295
H 14.759 12.543 18.750
H 15.133 13.081 15.542
H 11.813 8.042 12.708
H 16.744 14.871 19.414
H 11.679 8.481 19.573
H 15.719 13.441 17.574
H 8.368 9.960 13.713
H 18.138 10.778 18.036
H 21.169 12.653 16.664
H 13.375 17.572 14.937
H 13.133 8.654 10.483
H 20.499 10.253 17.751
H 9.585 16.912 15.778
H 12.164 10.734 20.502
H 17.869 10.198 16.359
H 11.013 12.222 15.772
H 13.313 8.293 20.222
H 13.331 6.782 14.261
H 14.217 16.270 19.791
H 11.901 15.173 16.126
H 12.160 11.936 18.175
H 16.314 17.129 12.642
H 16.664 11.794 13.520
H 12.968 12.267 8.556
H 10.793 13.077 13.305
H 9.749 9.249 14.734
H 12.934 15.035 14.695
H 19.044 15.677 15.421
H 17.206 14.887 13.335
H 21.589 10.410 15.334
H 14.900 10.667 8.689
H 13.749 14.814 8.986
H 13.688 17.024 16.583
H 10.925 10.639 18.406
H 16.936 12.105 8.788
H 13.737 8.448 14.712
H 9.758 10.867 12.352
H 9.018 12.815 13.502
H 16.713 13.113 19.893
H 14.176 8.210 17.931
H 14.251 11.184 10.200
H 12.594 7.700 17.459
H 10.430 15.356 14.164
H 14.380 12.855 7.697
H 19.864 10.391 14.756
H 15.758 13.704 14.023
H 17.404 18.591 14.289
H 16.814 11.884 10.535
H 15.620 7.848 10.882



Please write out number 2 again, unchanged.
16
Properties=species:S:1:pos:R:3 method="wB97M-V/def2-TZVPD" charge=0 spin_multiplicity=1 orbital_gap_ev=9.79 lumo_energy_ev=0.952 e_above_lowest_ev=3.127
O 0.660 0.546 -0.529
O -2.133 1.480 -0.069
C 2.071 0.559 -0.678
C -1.217 -0.773 -0.123
C 0.002 -0.639 -0.645
C -1.822 0.335 0.702
H 2.391 -0.045 -1.537
H 2.567 0.195 0.229
H -1.128 0.601 1.522
H 0.391 -1.267 1.257
H 0.565 -1.459 -1.096
H -2.754 0.012 1.175
H 1.115 -1.166 1.439
H -1.305 1.719 -0.506
H -1.753 -1.700 -0.291
H 2.351 1.601 -0.850